[1]
The following is a quantum chemistry calculation of C54H48N9O4P2SV as an isolated structure, from OMol25.

```
119
C54H48N9O4P2SV, DFT wB97M-V/def2-TZVPD
V 0.62412 0.46583 -0.23243
O 2.99866 1.97117 -3.13357
C 2.12744 1.80648 -2.31961
N 1.95260 0.63737 -1.58200
C 2.87720 -0.42262 -1.94214
C 2.13132 -1.70676 -1.82130
C 2.56217 -2.89368 -2.39349
C 1.77017 -4.02226 -2.27945
C 0.56884 -3.92397 -1.58961
C 0.22373 -2.70675 -1.04093
N 0.98230 -1.61858 -1.14249
C 1.11412 2.81641 -1.96068
C 1.08505 4.06678 -2.52402
C 0.12444 4.96596 -2.06829
C -0.74658 4.56065 -1.07846
C -0.65320 3.27366 -0.56355
N 0.26071 2.40899 -1.00478
H 3.75616 -0.42314 -1.28967
H 3.24639 -0.27116 -2.95453
H 3.50219 -2.91788 -2.92975
H 2.08053 -4.95811 -2.72611
H -0.09165 -4.77425 -1.47769
H -0.68266 -2.58256 -0.47861
H 1.81297 4.31531 -3.28421
H 0.07169 5.96799 -2.47339
H -1.49689 5.22729 -0.67710
H -1.30097 2.94802 0.22800
C -2.94478 -0.83589 -0.91820
N -2.87237 -1.99988 -0.01234
C -2.86433 -1.67168 1.41752
P -1.22790 -1.21112 2.16980
C -0.17900 -2.57106 2.60862
C -0.20452 -3.82415 1.99719
C 0.67641 -4.80950 2.41019
C 1.58264 -4.54569 3.43124
C 1.61320 -3.29787 4.04092
C 0.73305 -2.30725 3.63682
C -1.70748 -0.30640 3.61136
C -2.26988 -1.03762 4.66672
C -2.66279 -0.37688 5.81382
C -2.48341 1.00115 5.91463
C -1.91849 1.71916 4.87169
C -1.53243 1.07305 3.70650
C -3.07335 -3.25988 -0.45553
C -3.33544 -4.35110 0.43401
C -3.57854 -5.60243 -0.05981
C -3.55940 -5.83965 -1.44313
C -3.27111 -4.79271 -2.32770
C -3.03305 -3.53095 -1.85541
P -1.51570 0.04843 -1.81927
C -2.44085 1.56988 -2.21729
C -3.33961 2.20228 -1.35206
C -3.97295 3.37619 -1.73123
C -3.69258 3.95573 -2.95991
C -2.77159 3.35974 -3.80956
C -2.15416 2.17304 -3.44602
C -1.43277 -0.71774 -3.46486
C -2.59238 -0.95220 -4.21431
C -2.50976 -1.42526 -5.51175
C -1.26400 -1.63806 -6.09697
C -0.10945 -1.35578 -5.38503
C -0.19479 -0.89601 -4.07613
H -3.36613 -0.05186 -0.30879
H -3.68356 -1.05226 -1.68751
H -3.37067 -2.42285 2.01318
H -3.44005 -0.75548 1.54674
H -0.91252 -4.04716 1.20956
H 0.64811 -5.78920 1.95061
H 2.25938 -5.32358 3.76233
H 2.31171 -3.09894 4.84322
H 0.74694 -1.33964 4.12792
H -2.37485 -2.11736 4.61308
H -3.09601 -0.93089 6.63616
H -2.78253 1.51154 6.82120
H -1.76784 2.78690 4.95992
H -1.10180 1.63974 2.89402
H -3.37389 -4.20274 1.50202
H -3.80335 -6.41359 0.62030
H -3.76840 -6.83142 -1.82437
H -3.24118 -4.98125 -3.39328
H -2.78788 -2.74456 -2.55383
H -3.54462 1.82195 -0.36107
H -4.68328 3.84148 -1.06013
H -4.19074 4.87042 -3.25446
H -2.54439 3.80870 -4.76801
H -1.45947 1.71120 -4.13730
H -3.57507 -0.72686 -3.80660
H -3.41360 -1.60199 -6.08091
H -1.19989 -1.99613 -7.11636
H 0.86015 -1.47509 -5.85093
H 0.71091 -0.63615 -3.54927
N 6.18997 6.22634 1.82446
C 5.11388 5.41235 1.90811
C 4.58270 4.79670 0.75600
C 3.48073 3.98085 0.84921
C 2.88248 3.74435 2.08409
C 3.40484 4.33147 3.23592
C 4.49924 5.15784 3.14918
S 1.45668 2.77876 2.23023
O 1.39181 2.19193 3.53764
O 0.28659 3.46808 1.75930
N 1.68844 1.51361 1.13426
C 2.60255 0.55776 1.48155
N 3.67841 0.71116 2.23293
C 4.39622 -0.39001 2.42387
C 4.06145 -1.63090 1.87730
C 2.94517 -1.67982 1.07149
N 2.22502 -0.57408 0.87658
H 6.65187 6.39114 0.95039
H 6.58670 6.64685 2.64392
H 5.05065 4.96446 -0.20691
H 3.09349 3.51143 -0.04643
H 2.95574 4.13567 4.20137
H 4.89819 5.61513 4.04620
H 5.28422 -0.28296 3.03754
H 4.65902 -2.50988 2.06926
H 2.61020 -2.59270 0.59197
O -1.03951 0.88752 0.68999
N -0.48946 -0.34809 1.00844
```

Relative energy (zero: lowest compared OMol25 entry of this formula, charge and spin) = 0.0 kcal per mole
Calculated total energy = -133455.4156 eV
Expectation value of S² = 0.781
2S+1 = 2
Charge = +3
Gap between HOMO and LUMO (spin up / spin down) = 4.8 / 2.8 eV


[2]
The following is a quantum chemistry calculation of C54H51F15GeN7OSTeTi as an isolated structure at a distorted geometry, from OMol25.

```
132
C54H51F15GeN7OSTeTi, DFT wB97M-V/def2-TZVPD
Ti -1.10315 -1.25358 -0.70124
C -0.40420 -4.45007 0.19525
C 0.30939 -3.51929 1.16823
N 0.02150 -2.08116 0.91274
C -1.16433 -1.51455 1.45086
C -2.28071 0.24727 0.39104
N -0.49390 0.32074 -1.64103
C -0.10777 0.29420 -3.05373
C 1.23946 0.96170 -3.34141
C 2.34357 0.53940 -2.34784
N 2.11372 -0.80630 -1.84392
C 2.40694 -1.89673 -2.76128
C 1.22332 -2.88273 -2.87657
N 0.46025 -2.92519 -1.61140
C 0.12711 -4.31740 -1.23640
H -0.26133 -5.48066 0.52308
H -1.46700 -4.24643 0.22112
H 0.02155 -3.77248 2.19001
H 1.39178 -3.64255 1.09783
H 0.88218 -1.53534 1.10157
H -1.91842 -2.26778 1.65971
H -1.03108 -0.82290 2.27157
H -3.16591 -0.01231 0.96920
H -1.68845 0.99180 0.91834
H 0.10669 0.94105 -1.10020
H -0.08006 -0.73950 -3.39108
H -0.88099 0.77837 -3.66263
H 1.52630 0.68463 -4.35805
H 1.13700 2.05000 -3.32390
H 3.32102 0.64073 -2.83775
H 2.35635 1.20648 -1.48272
H 2.62011 -0.93522 -0.97348
H 2.64864 -1.51021 -3.75373
H 3.28213 -2.45098 -2.40757
H 0.55354 -2.63806 -3.70227
H 1.64532 -3.86879 -3.09454
H 1.13073 -2.61026 -0.91707
H -0.61072 -4.70447 -1.94148
H 1.03187 -4.93196 -1.32416
C -5.38229 5.04903 -6.44362
C -4.78047 4.11389 -5.42901
C -5.49511 3.02883 -4.94177
C -4.94634 2.15849 -4.00451
C -5.73312 0.95273 -3.57122
C -3.65603 2.39930 -3.52948
Te -2.85230 1.14139 -1.57587
N -2.57913 -1.09206 -2.18572
C -3.21326 -1.92946 -1.43215
O -2.45170 -2.71741 -0.72399
C -4.68102 -1.96214 -1.18161
C -5.60921 -2.02250 -2.21191
C -6.96584 -2.00421 -1.92758
C -7.40237 -1.92434 -0.61344
C -6.48025 -1.89323 0.42378
C -5.12517 -1.93041 0.14074
C -2.96569 3.03815 -0.47691
C -1.80063 3.77115 -0.29239
C -1.80251 4.95899 0.42236
C -2.99259 5.42065 0.96203
C -4.15719 4.68596 0.79400
C -4.16249 3.48647 0.08832
C -5.43712 2.69593 -0.06473
C -2.90735 3.46345 -4.03112
C -1.47855 3.71041 -3.61195
C -3.48539 4.31009 -4.97208
H -6.37726 4.71924 -6.73846
H -4.75862 5.10287 -7.33717
H -5.45938 6.05750 -6.03350
H -6.50333 2.84445 -5.29894
H -6.80320 1.09180 -3.72557
H -5.54682 0.73245 -2.52216
H -5.41148 0.08561 -4.15006
H -5.26080 -2.10270 -3.23279
H -7.68933 -2.03762 -2.73197
H -8.46225 -1.90610 -0.39443
H -6.81740 -1.83819 1.45090
H -4.39929 -1.94067 0.94350
H -0.87748 3.40677 -0.72616
H -0.88260 5.51508 0.55683
H -3.01065 6.34496 1.52522
H -5.08446 5.04967 1.22247
H -6.20438 3.05888 0.61790
H -5.25938 1.63752 0.14138
H -5.81429 2.77620 -1.08795
H -1.12862 2.88684 -2.99443
H -1.40007 4.63585 -3.03918
H -0.82920 3.79623 -4.48481
H -2.90321 5.13929 -5.36356
N 0.97359 0.76072 2.66966
C 0.90072 1.86503 3.44181
C 0.82582 2.93574 2.58654
C 0.87498 2.35929 1.30378
N 0.95162 1.03946 1.36164
H 1.17012 -0.18039 2.97405
H 0.89309 1.80836 4.51777
H 0.75142 3.97881 2.84135
H 0.86713 2.86854 0.35406
F 5.85616 -3.80377 1.41287
C 6.74933 -2.80269 1.42122
C 6.45180 -1.64823 2.12797
C 7.43094 -0.67280 2.15400
F 7.26061 0.44371 2.87472
C 8.63091 -0.81296 1.47693
F 9.55010 0.15366 1.51379
C 8.87646 -1.96563 0.75358
F 10.01941 -2.10559 0.08988
C 7.93388 -2.97997 0.73408
F 8.17754 -4.10114 0.05440
Ge 4.57135 -1.51367 2.79596
S 3.22823 -1.71117 1.19433
C 4.43949 0.21078 3.81320
C 4.62472 1.38344 3.09880
F 4.85007 1.30641 1.78274
C 4.58121 2.63116 3.68710
F 4.76718 3.74098 2.97266
C 4.31527 2.72368 5.04290
F 4.25406 3.91586 5.62811
C 4.08606 1.57718 5.78278
F 3.79413 1.67373 7.08175
C 4.14846 0.34145 5.15927
F 3.89968 -0.74086 5.91132
C 4.45290 -2.94791 4.19125
C 3.22927 -3.51914 4.49260
F 2.10682 -2.99686 3.96400
C 3.09654 -4.59489 5.34890
F 1.89760 -5.12321 5.60765
C 4.22810 -5.12272 5.94662
F 4.12536 -6.16653 6.76254
C 5.46477 -4.55231 5.70187
F 6.54923 -5.04032 6.30378
C 5.55754 -3.47845 4.83265
F 6.77047 -2.94130 4.64082
```

Relative energy (zero: lowest compared OMol25 entry of this formula, charge and spin) = 149.3 kcal per mole
Calculated total energy = -207818.6080 eV
Expectation value of S² = 3.772
2S+1 = 4
Gap between HOMO and LUMO (spin up / spin down) = 6.8 / 5.7 eV


[3]
The following is a quantum chemistry calculation of C54H52FN2O2PZr as an isolated structure at a distorted geometry, from OMol25.

```
113
C54H52FN2O2PZr, DFT wB97M-V/def2-TZVPD
Zr 0.52340 0.72399 -0.11712
C 3.10360 -2.62691 -0.71126
O 2.78594 -1.31095 -0.24823
C 3.79108 -0.65197 0.39976
C 5.13655 -0.85830 0.13513
C 6.08550 -0.11648 0.82536
C 5.69493 0.81515 1.77710
C 4.34855 1.00248 2.04933
C 3.39808 0.26703 1.36319
N 1.98602 0.40551 1.56703
N 1.68734 0.85791 2.70308
C 0.39495 0.90288 3.12966
C -0.62801 0.14998 2.51976
O -0.52027 -0.29313 1.30908
C -1.73491 -0.26722 3.32413
C -1.91444 0.24006 4.55821
C -1.01080 1.20185 5.12844
C -1.26973 1.80906 6.36983
C -0.38940 2.72035 6.89587
C 0.78275 3.04023 6.19043
C 1.05529 2.45434 4.97552
C 0.15845 1.52483 4.42206
H 3.60764 -3.18306 0.08053
H 3.72515 -2.59077 -1.60369
H 2.16548 -3.10134 -0.95842
H 5.44493 -1.57584 -0.61196
H 7.13597 -0.26578 0.60804
H 6.43696 1.40062 2.30460
H 4.01900 1.72830 2.78021
H -2.43227 -0.96925 2.88586
H -2.77854 -0.06421 5.14057
H -2.17884 1.55067 6.90305
H -0.59519 3.19035 7.84895
H 1.47685 3.76146 6.60444
H 1.95369 2.71121 4.42567
C -1.41972 2.26696 -0.57097
C -1.51794 2.96793 0.70146
C -2.48693 2.35819 1.46624
C -3.11452 1.34710 0.67523
C -2.51253 1.31078 -0.56937
C -3.17161 0.68857 -1.77006
C -4.31567 0.54516 1.08977
C -2.97611 2.84599 2.80190
C -1.07786 4.38656 0.92298
C -1.01658 3.03504 -1.82478
H -4.19153 1.07685 -1.86146
H -3.26123 -0.39781 -1.73499
H -2.65663 0.94147 -2.69686
H -5.20700 1.17667 1.18153
H -4.18026 0.06065 2.06349
H -4.54870 -0.23652 0.36233
H -3.66736 3.68878 2.68306
H -2.15997 3.19060 3.44223
H -3.51573 2.06631 3.34637
H -1.89172 5.05342 0.60988
H -0.20231 4.66293 0.34355
H -0.87359 4.60941 1.97512
H -1.59024 3.96541 -1.90837
H -1.21599 2.45936 -2.72999
H 0.03682 3.31491 -1.84360
C -1.39828 -0.58140 -4.71439
C -2.26468 -1.73810 -4.28098
C -3.22379 -2.20142 -5.17725
C -4.04462 -3.27974 -4.88101
C -3.91174 -3.91641 -3.65886
C -2.96075 -3.46883 -2.75031
C -2.12843 -2.38656 -3.03983
P -0.83851 -1.81546 -1.82750
C -1.06244 -3.07319 -0.49941
C -2.10287 -2.60363 0.32246
C -2.62130 -3.35402 1.35856
C -2.05573 -4.59107 1.64353
C -1.01152 -5.05265 0.86585
C -0.51020 -4.33231 -0.22529
C 0.55311 -5.03720 -1.03314
C 0.63975 -1.99917 -2.88768
C 0.85471 -3.08537 -3.74226
C 1.97638 -3.15895 -4.54662
C 2.88854 -2.10568 -4.52606
C 2.63458 -0.98365 -3.75716
C 1.49213 -0.88348 -2.95291
C 1.20066 0.41690 -2.26474
H -1.96437 0.09526 -5.35517
H -0.52789 -0.93333 -5.27444
H -1.02345 -0.00244 -3.87503
H -3.32773 -1.69312 -6.13098
H -4.78381 -3.61438 -5.59903
H -4.54303 -4.75957 -3.40327
H -2.87829 -3.97816 -1.79916
H -2.51446 -1.61394 0.13140
H -3.45101 -2.97493 1.94474
H -2.42260 -5.18763 2.46972
H -0.56943 -6.02032 1.08388
H 0.12368 -5.91980 -1.51361
H 1.35791 -5.38602 -0.38185
H 0.98742 -4.42424 -1.80888
H 0.12227 -3.88420 -3.78024
H 2.13312 -4.01454 -5.19210
H 3.77830 -2.14397 -5.14495
H 3.31571 -0.13971 -3.79780
H 0.27060 0.84190 -2.68299
H 1.98040 1.13474 -2.50289
F 4.64073 5.60494 0.81999
C 3.74663 4.62432 0.56858
C 3.89172 3.85744 -0.56123
C 2.95877 2.84903 -0.79826
C 1.87244 2.58514 0.04193
C 1.80373 3.40135 1.18179
C 2.71391 4.41055 1.46102
H 4.72168 4.03571 -1.23492
H 3.12521 2.24275 -1.67956
H 1.02002 3.24345 1.91143
H 2.62601 5.02732 2.34804
```

Relative energy (zero: lowest compared OMol25 entry of this formula, charge and spin) = 23.1 kcal per mole
Calculated total energy = -77203.3323 eV
Gap between HOMO and LUMO = 5.8 eV


[4]
The following is a quantum chemistry calculation of a 6-piece molecular cluster, C54H53N2O13PS2 overall at a distorted geometry, from OMol25.

```
125
C54H53N2O13PS2, DFT wB97M-V/def2-TZVPD
C 8.92075 -3.28385 3.04591
O 9.21066 -1.87752 2.81513
C 8.32957 -1.34342 1.76668
C 6.93373 -0.78852 2.34026
C 5.71859 -1.86462 2.27347
P 4.59190 -1.66357 0.77119
C 3.15489 -0.88335 1.75469
C 1.73184 -1.47340 1.26894
C 0.48891 -0.98526 2.16848
S -1.12437 -1.78985 1.62369
C -2.51519 -0.98178 2.51746
S -2.11858 -0.05374 3.87338
N -3.94619 -1.03616 2.14459
C -4.22123 -0.45764 0.81004
C -3.21543 0.29377 -0.09469
C -3.59842 0.84576 -1.51671
C -5.05305 0.67797 -2.03827
C -6.11527 -0.06616 -1.15264
C -5.68850 -0.62206 0.24921
C -4.48741 -2.41991 2.11596
C -5.51278 -2.83007 3.23076
C -6.07972 -4.29598 3.10159
C -5.65442 -5.26110 1.93561
C -4.61086 -4.83213 0.84532
C -4.04826 -3.38900 0.95887
N 5.84871 -2.47840 -0.25271
C 6.14462 -1.72927 -1.49495
C 5.10428 -1.36120 -2.65308
O 7.34800 -1.36640 -1.67378
C 5.54168 -3.89832 -0.49864
C 4.66298 -4.48581 -1.69717
O 6.04227 -4.73995 0.30972
H 9.62332 -3.69030 3.87269
H 9.13045 -3.94337 2.11911
H 7.85784 -3.41324 3.45341
H 8.23289 -2.07429 0.89437
H 8.90118 -0.42586 1.35225
H 7.14711 -0.43625 3.42143
H 6.60433 0.14840 1.75828
H 5.19749 -1.83285 3.28761
H 6.18634 -2.92160 2.19247
H 3.68664 -2.72439 0.39381
H 4.78377 -0.45939 -0.02075
H 3.20179 -1.02200 2.88724
H 3.18663 0.25818 1.55687
H 1.61129 -1.13392 0.16891
H 1.75489 -2.62412 1.34742
H 0.74319 -1.22551 3.26672
H 0.38051 0.15431 2.10531
H -2.15299 0.45057 0.28189
H -2.80108 1.38126 -2.15460
H -5.41478 1.08281 -3.05236
H -7.18405 -0.20409 -1.55100
H -6.51132 -1.18282 0.83119
H -5.82621 -2.11722 4.07348
H -6.85652 -4.66007 3.85828
H -6.08582 -6.31805 1.82281
H -4.24901 -5.50019 -0.00071
H -3.30125 -3.04500 0.16547
H 5.59012 -0.51838 -3.27675
H 4.89596 -2.25304 -3.35933
H 4.12701 -0.92415 -2.24048
H 5.30387 -4.47004 -2.65706
H 3.69440 -3.89636 -1.83342
H 4.37444 -5.56922 -1.44670
C -1.96743 0.95779 -7.22916
C -1.72766 0.46494 -6.01315
C -1.28510 1.33889 -4.90554
O -1.06400 0.88971 -3.79509
C -1.12054 2.77832 -5.19723
C -1.36036 3.27069 -6.41302
C -1.80253 2.39835 -7.52046
O -2.02366 2.84821 -8.63049
H -2.29139 0.33284 -8.05209
H -1.84416 -0.58692 -5.78254
H -0.79699 3.40540 -4.37552
H -1.24389 4.32275 -6.64250
C -1.20858 5.28142 -1.23546
C -1.97431 6.07303 -0.48341
C -2.41753 7.39750 -0.96927
O -3.11451 8.12119 -0.28334
C -1.98059 7.80867 -2.32043
C -1.21483 7.01670 -3.07179
C -0.77212 5.69374 -2.58611
O -0.07436 4.97002 -3.27454
H -0.87422 4.30894 -0.89578
H -2.30361 5.78640 0.50770
H -2.31495 8.78066 -2.66087
H -0.88566 7.30244 -4.06285
C 10.08347 -1.04876 6.74409
C 11.09042 -1.80649 6.30781
C 11.90396 -2.61296 7.24208
O 12.82422 -3.30319 6.84525
C 11.55713 -2.54832 8.67801
C 10.55005 -1.79063 9.11424
C 9.73652 -0.98411 8.17960
O 8.81607 -0.29393 8.57680
H 9.47822 -0.45138 6.07368
H 11.35621 -1.86519 5.25929
H 12.16266 -3.14574 9.34811
H 10.28337 -1.73146 10.16224
C -2.63326 6.53677 -8.39857
C -3.34097 6.81458 -9.49408
C -4.70128 7.38610 -9.40363
O -5.34842 7.63804 -10.40210
C -5.24572 7.63905 -8.05233
C -4.53783 7.36114 -6.95695
C -3.17772 6.78977 -7.04772
O -2.52981 6.53744 -6.04674
H -1.63618 6.11722 -8.44659
H -2.95682 6.63599 -10.49066
H -6.24290 8.05844 -8.00450
H -4.92190 7.53952 -5.96008
C -11.48476 -4.13746 5.16162
C -12.40942 -3.42037 4.52169
C -12.03772 -2.46804 3.45354
O -12.88030 -1.81209 2.87063
C -10.60244 -2.34290 3.12159
C -9.67827 -3.06017 3.76181
C -10.04978 -4.01192 4.82930
O -9.20589 -4.66821 5.41226
H -11.73884 -4.83878 5.94659
H -13.46454 -3.50069 4.75213
H -10.34788 -1.64172 2.33664
H -8.62278 -2.98008 3.53169
```

Calculated total energy = -117394.5677 eV
Gap between HOMO and LUMO = 6.3 eV